DFT (the ωB97M-V functional and the def2-TZVPD basis) results for a cluster of 3 separate species, C42H84BIN3O9S in total at a distorted geometry.

Structure (XYZ):
```
141
Properties=species:S:1:pos:R:3:forces:R:3
I -1.55839 -0.08224 2.21504 -0.566 -0.090 0.304
S -2.17616 0.30248 -2.88509 -0.100 -0.025 -0.106
O 1.86796 1.05930 -0.14645 -0.142 0.385 -0.349
O 3.24633 0.11546 3.32597 0.271 0.846 0.559
O 8.70294 1.71806 1.30190 -0.017 -0.217 0.097
O -1.64728 0.41911 5.27810 -0.031 -0.204 -0.400
O 3.99862 -1.59910 2.09065 -0.326 -0.048 -0.755
O -6.98268 -3.37799 -4.02631 -0.006 -0.293 0.155
O 1.61627 3.43768 -0.24519 0.186 -0.017 0.177
O 0.19256 4.04435 -6.80134 0.061 -0.092 0.078
O 0.58889 2.18680 1.49740 -0.418 -0.181 -0.518
N 1.67588 -0.26561 -2.02168 0.257 0.132 -0.286
N -7.47150 -2.39081 -3.37815 0.209 0.346 -0.638
N -0.76423 0.14882 6.16298 -0.303 0.680 0.345
C 9.05051 -0.08897 -0.23074 -0.146 0.182 -0.153
C 0.60010 1.76470 -3.05679 0.133 0.126 0.049
C 3.03761 -0.69222 2.48977 -0.108 -0.668 -0.586
C 0.56480 0.24207 -2.90091 -0.306 0.126 -0.065
C -1.27598 -2.32294 0.04804 -0.289 -0.123 -0.015
C -1.11211 -3.18818 1.29494 -0.017 -0.098 -0.076
C 0.61881 1.67964 4.83522 -0.111 0.038 -0.042
C 7.15650 -1.15451 -1.59613 -0.028 0.054 0.001
C 9.49030 1.29852 0.19989 -0.024 0.038 0.079
C -6.10759 -0.47799 -4.11187 0.023 0.025 -0.120
C 0.32566 1.18308 6.24675 0.394 -0.159 -0.059
C -5.18024 -2.20319 -2.55080 0.079 -0.060 -0.046
C -0.37102 -1.22501 8.23082 0.075 0.023 -0.055
C -9.54473 -3.04677 -4.50355 0.007 -0.024 -0.088
C 1.62981 0.58891 6.80673 -0.007 -0.063 -0.002
C -8.36327 -0.92656 -5.14140 0.110 0.045 -0.090
C 9.42134 2.40668 2.30266 0.010 0.118 -0.034
C -0.88120 4.02161 -5.87270 -0.111 0.184 0.072
C 1.17785 -0.09739 -0.52866 0.236 -0.124 0.409
C 2.27728 -1.58017 -2.46070 -0.106 -0.129 -0.279
C -0.75220 1.89528 8.45872 0.036 -0.061 -0.018
C 0.17661 2.20803 -4.46358 0.009 0.025 0.021
C -0.64423 -0.33552 -2.16579 0.534 0.285 -0.065
C -6.42458 -1.41167 -2.93691 -0.014 0.103 0.386
C -1.36354 -0.36785 7.43996 0.135 -0.397 0.137
C 7.00451 -0.47080 -2.96373 0.068 -0.004 0.054
C -9.60747 -1.13338 -2.95627 0.068 -0.002 0.067
C -1.35345 -0.78257 0.19810 0.371 0.078 -0.036
C -0.36666 0.03745 -0.67914 -0.848 -0.568 -0.533
C -8.73840 -1.86155 -3.98598 -0.337 0.044 0.246
C 1.72980 -1.22891 0.34046 0.345 0.168 -0.068
C 3.79887 -1.57070 -2.30322 -0.018 -0.038 0.096
C -0.43389 3.60658 -4.47850 0.259 -0.132 -0.063
C -0.17689 2.34119 7.11692 -0.104 0.069 0.046
C 7.53653 -0.16802 -0.47912 -0.020 -0.244 0.030
C 1.67940 -0.89083 1.83988 0.309 -0.208 0.130
C -7.34818 0.14536 -4.74835 -0.029 -0.036 0.058
C -1.83147 0.83172 8.27141 -0.034 0.151 -0.009
C -2.54693 -1.25929 7.08098 -0.085 0.041 -0.005
C 5.59032 0.04318 -3.24427 0.130 -0.045 -0.022
C -6.87196 -0.61176 -1.70065 -0.059 -0.046 0.021
C 4.55971 -1.05983 -3.54768 0.046 0.130 0.228
B 1.32178 2.25468 0.36122 0.182 0.029 0.207
H -9.74184 -3.76048 -3.70324 0.002 0.010 0.011
H 4.74721 -1.14027 1.68638 0.210 0.035 0.542
H 0.06082 -2.00026 7.59655 -0.012 -0.013 0.007
H 0.93295 0.85947 4.18754 0.011 0.059 0.080
H 1.11874 0.01621 2.05810 0.092 -0.248 -0.040
H -10.49937 -2.67834 -4.88182 0.007 -0.002 0.009
H -4.42275 -1.49741 -2.20520 -0.013 -0.026 0.032
H -5.42754 0.30212 -3.75350 0.004 0.005 -0.019
H 5.07456 -1.89875 -4.02143 -0.120 0.044 -0.105
H 3.84179 -0.67479 -4.28017 0.010 -0.059 0.025
H 1.21250 -1.71817 2.38184 0.002 0.200 0.031
H 9.58234 -0.34486 -1.15405 0.054 0.003 0.085
H -0.54199 1.49612 -4.88268 0.009 0.068 0.027
H 10.29529 1.83294 2.63250 -0.042 0.022 -0.011
H 5.63364 0.72882 -4.09375 -0.019 0.001 0.047
H 4.11474 -2.57789 -2.02585 0.019 0.045 -0.045
H -10.58034 -0.93475 -3.40583 -0.003 -0.021 -0.007
H -7.56936 -1.18415 -1.09085 0.029 -0.014 0.019
H -5.40067 -2.91029 -1.74930 -0.024 0.023 0.013
H -7.80372 0.87487 -4.07340 -0.005 -0.026 0.030
H -7.94994 -1.52890 -5.95577 0.014 -0.048 0.045
H -2.94212 -1.69706 7.99853 0.010 0.000 -0.007
H 1.29210 -2.19759 0.11584 -0.142 0.109 0.103
H -2.83680 0.54128 -1.74904 -0.009 -0.023 0.091
H 4.06097 -0.93440 -1.45211 -0.025 -0.092 0.024
H 6.22186 -1.65658 -1.32556 0.088 -0.067 -0.114
H 2.47927 1.08936 6.34305 -0.016 0.020 0.007
H -9.76340 -1.75661 -2.07496 -0.017 -0.004 -0.008
H 0.65737 -0.19896 -3.89509 0.235 -0.103 0.114
H 9.75607 3.39182 1.95511 0.006 -0.050 0.014
H -1.18376 2.75898 8.96699 0.017 0.001 0.024
H -2.32190 -0.48133 -0.18242 -0.069 -0.014 -0.030
H -7.33710 0.33925 -1.95176 -0.033 -0.013 -0.011
H -3.34092 -0.70212 6.59192 0.014 0.011 -0.023
H 0.43897 -0.65855 8.67845 0.000 0.012 0.004
H 1.43453 2.40189 4.88559 0.014 -0.032 -0.009
H 1.71179 -0.47269 6.57692 0.021 0.007 -0.036
H 9.33219 -0.81367 0.53718 0.052 -0.028 -0.109
H 5.25668 0.62379 -2.37217 -0.026 0.096 -0.130
H 0.04002 1.52549 9.11474 0.012 -0.026 -0.023
H -2.23638 -2.06847 6.41855 0.015 -0.001 0.005
H -0.57554 -1.41578 -2.31745 -0.325 0.007 0.159
H -1.99318 -3.12478 1.93268 0.099 0.080 0.053
H -2.21378 -2.62938 -0.42661 0.104 -0.021 -0.052
H 2.39776 3.41532 -0.80679 -0.191 -0.004 -0.161
H -9.02976 -3.56779 -5.30536 0.028 -0.009 0.016
H 8.74841 2.54137 3.14819 0.024 0.013 -0.033
H -0.91015 -1.71340 9.04250 -0.018 -0.007 -0.013
H -0.01937 2.25956 -2.30483 -0.050 -0.114 -0.032
H 7.68961 0.38246 -3.00985 0.052 -0.098 -0.001
H -1.37290 4.99987 -5.82859 0.007 -0.045 0.003
H -1.61153 3.31123 -6.26709 0.081 -0.005 -0.007
H -2.69682 1.28222 7.77588 0.021 -0.029 -0.057
H 7.30757 -1.14843 -3.76787 -0.089 0.038 -0.002
H 1.72962 0.71618 7.88259 -0.030 -0.027 0.014
H -4.77468 -2.75827 -3.39203 -0.034 -0.020 -0.015
H -0.94938 2.88221 6.56139 -0.007 -0.050 -0.034
H -9.20318 -0.17859 -2.63420 0.008 0.007 -0.008
H 10.55041 1.29647 0.47735 -0.026 0.001 -0.085
H 1.61985 2.12441 -2.87210 -0.031 -0.017 -0.014
H -2.17579 0.46036 9.23948 -0.013 0.010 0.001
H -7.05186 0.70318 -5.63845 -0.008 0.026 0.007
H 0.32128 4.32362 -4.12923 -0.129 0.015 0.086
H -6.00255 -0.39072 -1.07970 0.014 0.023 -0.031
H -1.01594 -4.23233 0.98961 0.042 0.038 0.005
H 9.34954 2.00446 -0.63131 0.090 0.001 0.050
H 7.91296 -1.94113 -1.66303 -0.037 0.023 0.078
H -0.69658 1.07895 -0.62109 0.436 0.055 0.338
H 2.43337 0.41398 -2.10933 0.012 -0.014 0.264
H -1.27649 3.64869 -3.78047 -0.005 0.039 -0.076
H 2.78130 -1.30771 0.07226 0.007 -0.132 0.010
H -0.23529 -2.92443 1.88846 -0.135 -0.053 -0.049
H 1.05356 2.19773 -5.11655 -0.108 -0.102 -0.065
H 1.79430 -2.40447 -1.94388 -0.034 0.126 0.164
H 0.65473 3.03451 7.26659 -0.011 0.015 0.002
H -0.24630 2.16440 4.38919 -0.043 -0.015 0.022
H 2.02516 -1.67739 -3.51746 -0.016 -0.068 0.063
H -9.27872 -0.46502 -5.51890 0.006 0.002 -0.018
H -5.56683 -1.05000 -4.87228 -0.020 -0.051 0.027
H 0.82016 4.72328 -6.52903 -0.079 0.012 -0.075
H 7.05291 -0.47981 0.45066 0.003 0.212 0.016
H -0.15009 2.79856 1.58954 0.308 0.223 0.236
H 7.16109 0.83252 -0.72281 -0.083 -0.071 0.051
H -0.49473 -2.58963 -0.66882 -0.023 0.045 0.034
```
Positions in Å, forces in eV/Å.

Kohn-Sham gap (spin up / spin down), eV: 7.324 / 8.512
2S+1: 3
Charge: +1
Electronic energy, eV: -87421.1230
LUMO energy (spin up / spin down), eV: -2.242 / -2.242



DFT (the ωB97M-V functional and the def2-TZVPD basis) results for a cluster of 2 separate species, C4H14N2O in total at a distorted geometry.

Structure (XYZ):
```
21
Properties=species:S:1:pos:R:3:forces:R:3
O 1.59615 3.75664 1.61943 -0.118 1.079 0.358
N 0.89802 -0.74585 0.10972 0.100 0.199 0.743
N -1.61234 -0.17110 1.25218 -1.216 -0.363 1.831
C -0.00882 -0.27900 -2.00450 0.708 0.314 0.524
C -1.41716 0.48176 0.00692 1.493 0.056 -0.121
C 0.66508 -2.18307 -0.03751 -1.424 0.587 0.449
C 0.05998 0.29176 -0.57075 -0.614 -2.111 0.173
H -2.09559 0.21607 -0.80763 -0.389 -0.296 0.410
H 1.01841 2.98504 1.74736 0.297 -0.428 -0.247
H -1.27788 0.28272 2.09718 0.096 0.502 -0.441
H 2.38603 3.53449 1.11392 -0.209 -0.629 -0.024
H 0.96003 -2.60966 -0.99462 0.438 0.016 0.137
H 1.10029 -2.66530 0.84048 0.557 -0.128 -0.387
H 0.60633 1.19575 -0.32678 0.197 0.448 -0.816
H 0.84231 -0.59350 1.11758 0.195 0.431 -0.219
H 1.00125 -0.63120 -2.25499 -0.190 0.383 -0.362
H -0.40058 -2.43300 0.08677 -0.218 -0.129 -0.265
H -0.61295 -1.18560 -1.95271 -0.228 0.105 -0.078
H -1.62351 1.53873 0.25842 0.384 -0.152 -0.497
H -1.66390 -1.15136 1.46892 0.166 -0.199 -1.022
H -0.42116 0.36568 -2.76940 -0.022 0.316 -0.145
```
Positions in Å, forces in eV/Å.

Kohn-Sham gap (spin up / spin down), eV: 2.769 / 8.384
2S+1: 2
Charge: -1
Relative energy (zero: lowest compared OMol25 entry of this formula, charge and spin), kJ/mol: 114.2
Electronic energy, eV: -9400.3996
LUMO energy (spin up / spin down), eV: 3.807 / 3.631



DFT (the ωB97M-V functional and the def2-TZVPD basis) results for a structure of composition C28H35B2Cl5F4N12O7Y.

Structure (XYZ):
```
94
Properties=species:S:1:pos:R:3:forces:R:3
Y -1.25289 -0.89918 1.60449 -0.203 -0.319 0.251
Cl -3.00782 -6.25736 -0.22145 0.002 0.001 0.003
Cl -7.11828 -2.94549 0.90912 0.000 -0.002 0.002
Cl -5.09295 -0.72212 1.70665 -0.026 -0.057 0.009
Cl -6.08625 -5.71860 -0.07496 0.000 -0.005 0.004
Cl -1.00233 -3.98794 0.55223 0.043 0.074 0.072
F -2.24288 -2.29450 3.37835 -0.039 0.116 -0.059
F -2.10189 -2.97711 5.60589 -0.004 0.000 -0.016
F 2.83239 1.16097 1.91431 0.010 0.001 0.001
F 2.35052 2.19440 -0.09908 0.053 0.001 -0.040
O 1.51440 0.08995 0.26350 0.024 0.011 -0.012
O 0.73372 2.11340 1.58004 0.000 0.013 -0.037
O 1.70493 1.31662 -5.50262 -0.003 -0.008 0.045
O -2.38297 0.94927 0.96527 -0.083 0.116 -0.137
O -0.16047 -2.67893 4.36480 -0.016 -0.019 -0.014
O -3.22756 2.23156 2.59168 0.009 0.039 0.020
O -1.59216 -0.76845 5.02192 0.006 -0.010 -0.004
N -0.09961 -2.05319 -2.68703 -0.013 0.044 -0.002
N -2.93090 1.39092 -1.34279 -0.050 -0.047 0.016
N -1.32120 0.00997 4.02817 0.060 0.001 -0.006
N 0.88403 -2.48429 -3.55565 0.043 0.006 -0.013
N 0.01471 1.41094 2.39214 0.084 0.016 -0.017
N 0.18852 -1.55701 -1.53008 -0.007 -0.002 0.002
N -0.97768 -1.31023 -0.95861 -0.001 0.039 -0.064
N 0.29807 -2.08887 3.23054 -0.004 0.050 -0.032
N 3.55619 1.21328 -4.20841 0.055 0.115 -0.042
N -1.38193 -2.17604 -2.95098 0.005 0.003 -0.017
N -0.41083 2.14598 -1.93635 -0.103 0.100 -0.080
N 1.11887 -0.86304 1.18100 0.012 -0.018 -0.058
C -5.43091 -3.22998 0.75372 -0.001 -0.003 -0.005
C -3.70533 2.52491 -0.95948 0.008 0.034 -0.005
C 4.29687 0.58749 -5.30957 -0.033 -0.018 0.024
C -4.25333 2.36229 0.45731 -0.015 0.038 -0.022
C 4.47749 0.10075 -2.19045 -0.009 -0.017 -0.011
C 4.26029 1.40494 -2.94300 -0.048 -0.008 0.056
C -0.44449 3.57938 3.52410 -0.004 0.002 0.001
C -2.74003 -3.66777 0.54950 0.016 0.009 -0.002
C 2.35339 -3.29710 3.70856 0.000 -0.002 -0.007
C 1.49877 2.27434 -3.36769 0.025 0.002 0.021
C 2.01554 -1.57124 1.75140 -0.012 0.005 0.017
C -3.13043 -2.39070 0.90921 0.038 0.020 0.032
C 1.76535 3.55599 -2.90787 0.051 -0.018 -0.058
C 0.94168 4.11103 -1.94451 -0.002 0.000 0.028
C 3.46140 -1.58615 1.40907 0.003 0.009 0.000
C -0.11668 3.36207 -1.46813 0.016 -0.029 0.000
C 2.27676 1.57277 -4.45133 -0.040 -0.068 -0.022
C -3.21046 1.84308 1.43829 0.010 -0.172 0.086
C 3.89864 -0.85699 -5.57674 -0.038 -0.012 0.017
C 1.50430 -2.36646 2.91500 0.010 -0.010 0.002
C -4.97296 -4.47656 0.32484 0.003 0.009 -0.003
C 0.37821 1.62950 -2.87432 0.017 -0.030 0.069
C -0.55947 2.10648 3.37191 0.029 -0.019 -0.016
C -1.21859 1.30465 4.33818 -0.020 0.015 0.022
C -3.60038 -4.71439 0.24402 0.001 -0.003 -0.008
C -4.49872 -2.23563 1.04976 0.003 0.004 -0.087
C -1.71992 1.86673 5.61561 -0.002 0.000 -0.001
C -1.91430 -1.71378 -1.83241 0.017 0.018 0.002
B -1.54325 -2.28541 4.60750 0.033 0.012 0.016
B 1.93790 1.34120 0.88079 -0.035 -0.005 0.021
H 2.84421 -0.90635 -5.84554 -0.020 -0.002 -0.004
H 2.55686 -2.86306 4.68971 0.001 -0.002 0.000
H 0.41936 -2.73467 -4.42177 0.007 -0.009 0.000
H 1.12910 5.09892 -1.54913 -0.004 0.001 -0.007
H -0.88620 2.19028 6.24339 0.003 0.000 -0.001
H 2.60876 4.11322 -3.29628 0.017 -0.010 0.008
H 4.13371 1.18095 -6.20892 -0.019 0.011 0.001
H 1.53646 -1.72155 -3.71253 0.005 0.008 -0.031
H -3.33769 0.47265 -1.20852 0.013 0.010 -0.023
H -0.15155 3.83735 4.54166 0.002 0.002 -0.001
H -3.08643 3.41277 -1.06722 0.036 0.006 0.006
H 5.35395 0.65118 -5.05145 0.011 0.004 -0.014
H 3.29534 -3.51403 3.21498 0.000 0.001 0.000
H 0.10285 0.65657 -3.26093 -0.029 -0.044 -0.035
H 3.77263 -2.61384 1.21437 0.001 -0.001 -0.005
H 3.69356 2.08300 -2.31285 -0.020 0.010 0.022
H 4.47121 -1.25235 -6.41556 0.021 -0.011 0.011
H 5.03469 0.29109 -1.27244 0.000 0.010 0.008
H 4.05194 -1.20601 2.24348 0.000 -0.005 0.003
H 1.80714 -4.22369 3.88492 0.001 -0.001 -0.001
H 5.04218 -0.61928 -2.78373 0.012 0.009 0.012
H -2.30664 1.13565 6.16119 0.001 0.003 0.001
H 3.65138 -0.97314 0.53513 0.001 0.000 -0.006
H -2.97313 -1.71762 -1.63974 0.000 -0.009 0.008
H 4.08767 -1.49281 -4.71006 0.002 0.000 0.001
H -4.65018 3.30693 0.82116 -0.006 0.017 -0.033
H -0.74972 3.74098 -0.67426 -0.021 0.017 -0.015
H -2.33143 2.74205 5.39296 -0.001 -0.001 0.000
H 3.51547 -0.34228 -1.92140 -0.009 -0.010 0.015
H -1.42550 4.02291 3.33916 -0.004 0.007 0.005
H 0.27981 3.98745 2.82764 -0.002 -0.001 -0.002
H 5.21604 1.88825 -3.15780 0.007 -0.014 -0.007
H -5.07251 1.63991 0.46048 0.042 -0.008 0.003
H -4.54407 2.61748 -1.66269 -0.012 0.007 0.007
H -1.90236 1.53071 -1.64273 0.087 -0.014 0.129
```
Positions in Å, forces in eV/Å.

Kohn-Sham gap (spin up / spin down), eV: 5.583 / 5.358
Charge: +1
Relative energy (zero: lowest compared OMol25 entry of this formula, charge and spin), kJ/mol: 324.1
Electronic energy, eV: -137695.8530
LUMO energy (spin up / spin down), eV: -5.382 / -5.607



DFT (the ωB97M-V functional and the def2-TZVPD basis) results for a structure of composition C4H10O2 at a distorted geometry.

Structure (XYZ):
```
16
Properties=species:S:1:pos:R:3:forces:R:3
O -0.88020 1.82150 -0.90108 1.281 0.804 2.153
O 0.50574 1.39297 1.15979 -0.785 -0.998 -1.025
C 0.08044 -0.18256 -0.06409 0.349 0.883 0.953
C -1.15111 -0.68299 0.63067 0.036 0.186 0.146
C 1.25768 -1.11725 -0.13646 0.222 0.246 0.341
C -0.09946 0.74580 -1.21465 0.128 -0.673 -0.246
H -0.89812 -0.94503 1.66133 -0.118 0.006 -0.078
H -0.27196 2.06800 0.16012 -1.092 -1.198 -2.155
H 0.98739 -2.18208 -0.12312 -0.221 0.373 0.081
H -1.92242 0.08984 0.60216 0.077 -0.139 0.066
H -1.54377 -1.59649 0.15712 0.281 0.253 -0.079
H 1.91831 -0.93895 -0.99439 -0.335 0.166 0.142
H -0.16464 1.45137 1.86886 0.446 -0.376 -0.356
H -0.55012 -0.00263 -1.91418 -0.185 0.581 -0.264
H 1.84272 -0.91915 0.75971 0.167 -0.097 0.121
H 0.88950 0.99766 -1.65178 -0.250 -0.017 0.201
```
Positions in Å, forces in eV/Å.

Kohn-Sham gap, eV: 9.772
Relative energy (zero: lowest compared OMol25 entry of this formula, charge and spin), kJ/mol: 293.9
Electronic energy, eV: -8402.5012
LUMO energy, eV: 0.315



DFT (the ωB97M-V functional and the def2-TZVPD basis) results for a cluster of 2 separate species, CH3ClN2S in total at a distorted geometry.

Structure (XYZ):
```
8
Properties=species:S:1:pos:R:3:forces:R:3
Cl -2.57602 -1.30363 1.74040 -1.185 -0.440 1.080
S -1.06179 -1.05957 -0.66334 -0.761 -0.693 0.615
N 1.19897 0.74423 0.54795 0.554 -0.989 -1.468
N 0.91803 0.26363 -0.66497 0.615 1.472 -0.416
C -1.25484 -0.78910 0.91226 1.337 0.577 -1.749
H 1.60071 -0.35579 -1.17597 -1.054 0.697 1.349
H 0.29034 0.78625 -1.31424 1.146 -0.267 0.690
H 0.88461 1.71399 0.61791 -0.651 -0.358 -0.100
```
Positions in Å, forces in eV/Å.

Kohn-Sham gap (spin up / spin down), eV: 7.934 / 7.183
Relative energy (zero: lowest compared OMol25 entry of this formula, charge and spin), kJ/mol: 465.6
Electronic energy, eV: -27418.3272
LUMO energy (spin up / spin down), eV: 0.044 / -0.722